Below is a cluster of 2 separate species, C32H38Cl3N3O4S in total, with properties calculated with the ωB97M-V functional and the def2-TZVPD basis.

Element x y z (Å)
C -3.5314 -0.1960 1.9203
C -4.2483 -1.4766 1.2432
C -3.4432 -2.8574 1.4344
C -1.8729 -2.7688 1.0691
C -1.5637 -3.2137 -0.4650
C -0.6977 -2.1382 -1.2887
C 0.8249 -2.6162 -1.5769
C 1.7211 -1.4847 -2.2860
C 3.0755 -1.1229 -1.4534
C 2.6053 -0.5660 -0.0252
C 3.7762 0.0032 0.8923
C 4.1087 -0.7002 2.2594
C 3.3263 -2.0288 2.7579
N 1.9670 -1.7347 3.3253
C 5.2342 -0.1910 3.2259
C 6.0480 1.0745 2.8045
C 5.7586 1.8204 1.4483
C 4.6478 1.2483 0.5247
S 4.4052 2.1537 -1.0947
C 4.7994 3.9029 -0.6132
C 5.8595 4.0948 0.5050
C 6.1437 5.5873 0.9251
C 5.3571 6.7437 0.2063
Cl 5.6173 8.4989 0.7022
C 4.3344 6.5014 -0.9366
N 3.6751 7.6540 -1.5698
C 4.0486 5.0313 -1.3569
C 3.0162 4.6236 -2.5225
Cl 1.2806 4.1531 -2.2184
C 3.5376 4.6494 -3.8575
C 2.6915 4.3293 -5.1682
Cl 5.3100 5.0969 -4.1308
N 6.5920 3.0079 1.1738
H -2.6824 0.1210 1.2053
H -3.0261 -0.5080 2.9026
H -4.2570 0.6913 2.0696
H -4.5544 -1.2729 0.1497
H -5.2511 -1.6069 1.8100
H -3.5103 -3.1904 2.5289
H -3.9472 -3.6638 0.7747
H -1.3829 -1.7771 1.3583
H -1.3574 -3.5747 1.7228
H -1.0066 -4.2289 -0.4504
H -2.5599 -3.4166 -0.9904
H -1.1896 -1.9815 -2.3222
H -0.7558 -1.1429 -0.7305
H 0.7484 -3.4884 -2.3344
H 1.2852 -3.0413 -0.6220
H 1.9581 -1.8164 -3.3590
H 1.1278 -0.4938 -2.3604
H 3.8063 -1.9998 -1.3963
H 3.5821 -0.2891 -2.0746
H 1.9609 -1.3145 0.5697
H 1.9001 0.3274 -0.2434
H 3.2442 -2.7251 1.8426
H 3.9335 -2.5321 3.5843
H 1.8198 -0.7131 3.3305
H 1.3047 -2.1893 2.6652
H 5.4231 -0.7402 4.2107
H 6.8736 1.4197 3.5290
H 6.8895 5.8126 1.7525
H 3.6797 7.4550 -2.5833
H 2.7234 7.8134 -1.2126
H 3.2180 4.8008 -6.0834
H 1.6425 4.8113 -5.1281
H 2.5658 3.2022 -5.3780
H 6.9716 3.3084 2.0910
O -10.8699 -3.1086 -1.5634
C -10.0094 -3.2840 -0.7183
C -10.1138 -2.7325 0.6367
C -9.1416 -2.9331 1.5290
O -9.2259 -2.4294 2.7913
C -7.9208 -3.7160 1.1848
O -7.0446 -3.8635 2.0195
C -7.8271 -4.2878 -0.1622
C -8.8007 -4.0902 -1.0536
O -8.7291 -4.6167 -2.3072
H -11.0035 -2.1645 0.8729
H -8.4030 -2.7096 3.2381
H -6.9441 -4.8687 -0.3935
H -9.5491 -4.3313 -2.7560

Output
Lowest unoccupied orbital energy, eV: -1.7
Structure (SMILES): CCCCCCCCCCc1c(CN)ccc2c1Sc1c(cc(Cl)c(N)c1/C(Cl)=C(/C)Cl)N2.O=C1C=C(O)C(=O)C=C1O
2S+1: 1

=====

Below is a cluster of 2 separate species, C4H6N2O2 in total, with properties calculated with the ωB97M-V functional and the def2-TZVPD basis.

Element x y z (Å)
C -1.0936 0.8452 0.0024
C 0.2355 -1.0336 -0.5226
N 1.4066 0.9006 0.8285
C 1.9144 0.4700 -0.2959
C -0.5311 -2.0449 -0.2064
O -2.1595 0.3920 0.7173
N 1.2764 -0.4848 -0.9953
O -1.2044 1.6494 -0.8860
H -2.9584 0.8312 0.3711
H 0.1783 0.7618 0.6923
H 1.7949 1.7669 1.1850
H 2.7958 0.9060 -0.7553
H -0.1086 -3.0428 -0.2656
H -1.5462 -1.9170 0.1305

Output
Lowest unoccupied orbital energy, eV: -0.1
2S+1: 1

=====

no.,E_HOMO (hartree),electronic energy (eV),strongest force on any atom (eV/A)
1,-0.27987,-94851.9287,4.9
2,-0.32007,-11317.0498,0.5